1.
{"formula": "C33H25Cl3CuN6O3S2", "method": "ωB97M-V/def2-TZVPD", "total_charge": 1, "e_homo_ev": -10.3, "homo_lumo_gap_ev": 7.10, "energy_ev": -153581.7109, "e_above_lowest_kcal_mol": 8.9, "symbols": ["Cu", "O", "N", "O", "C", "C", "C", "C", "C", "C", "N", "C", "C", "N", "C", "C", "C", "C", "H", "H", "H", "H", "H", "H", "H", "S", "C", "N", "C", "C", "C", "C", "H", "H", "H", "H", "H", "Cl", "C", "C", "C", "C", "C", "C", "N", "C", "C", "N", "C", "O", "C", "C", "C", "Cl", "S", "C", "C", "C", "Cl", "C", "H", "H", "H", "H", "H", "H", "H", "H", "H", "H", "H", "H", "H"], "xyz": [[1.400, 2.455, -0.544], [-5.280, 5.543, -0.931], [-4.170, 5.966, -0.674], [-3.941, 7.026, -0.120], [-3.010, 5.099, -1.005], [-3.166, 4.288, -2.062], [-2.096, 3.451, -2.505], [-2.205, 2.617, -3.630], [-1.129, 1.862, -4.007], [0.049, 1.941, -3.253], [0.174, 2.701, -2.180], [-0.887, 3.457, -1.807], [-0.744, 4.303, -0.635], [0.436, 4.227, 0.028], [0.625, 4.997, 1.079], [-0.361, 5.861, 1.563], [-1.567, 5.932, 0.920], [-1.789, 5.149, -0.232], [-4.109, 4.285, -2.592], [-3.135, 2.586, -4.188], [-1.171, 1.221, -4.878], [0.926, 1.370, -3.536], [1.599, 4.929, 1.553], [-0.168, 6.463, 2.442], [-2.336, 6.592, 1.283], [3.644, 2.230, -0.126], [3.623, 1.057, 1.104], [4.506, 0.022, 1.029], [4.582, -1.010, 1.910], [3.745, -1.054, 2.975], [2.830, 0.008, 3.140], [2.774, 1.033, 2.237], [5.130, 0.049, 0.233], [5.332, -1.762, 1.709], [3.798, -1.872, 3.679], [2.170, 0.011, 3.999], [2.079, 1.852, 2.352], [4.273, -3.354, -4.170], [3.039, -3.418, -2.959], [1.814, -2.819, -3.190], [0.841, -2.890, -2.205], [1.058, -3.533, -0.989], [-0.059, -3.528, 0.033], [0.257, -2.699, 1.286], [0.098, -1.270, 1.034], [-0.895, -0.461, 1.533], [-0.639, 0.786, 1.043], [0.486, 0.747, 0.243], [0.896, -0.501, 0.258], [-0.402, -4.842, 0.421], [-1.795, -5.135, 0.308], [-2.643, -4.282, 1.210], [-3.401, -3.218, 0.828], [-3.650, -2.631, -0.768], [-4.191, -2.447, 2.143], [-3.498, -3.554, 3.254], [-2.710, -4.466, 2.630], [2.308, -4.129, -0.795], [2.711, -4.957, 0.677], [3.292, -4.076, -1.768], [1.624, -2.315, -4.129], [-0.127, -2.431, -2.382], [-0.913, -3.046, -0.447], [1.267, -2.894, 1.638], [-0.438, -2.988, 2.070], [-1.672, -0.839, 2.181], [-1.185, 1.704, 1.211], [1.767, -0.884, -0.259], [-1.878, -6.176, 0.605], [-2.124, -5.046, -0.728], [-3.738, -3.479, 4.307], [-2.188, -5.265, 3.146], [4.251, -4.550, -1.598]], "atomic_forces_ev_per_a": [[0.5700, -0.2738, 0.1654], [0.3982, 0.1030, -0.1584], [-0.1723, -0.0870, 0.6174], [0.0008, -0.1824, -0.3398], [-0.0297, 0.2274, 0.0835], [-0.1203, -0.0725, -0.2114], [0.0296, -0.0053, 0.0157], [-0.1533, 0.0149, -0.0475], [0.0623, -0.0610, -0.1250], [0.0504, 0.0677, 0.0667], [-0.3912, 0.0873, -0.1919], [0.1207, -0.0159, -0.0233], [0.1111, 0.0291, 0.0073], [-0.4131, 0.0118, 0.0113], [0.0734, -0.0522, -0.0780], [0.0795, 0.0586, 0.0868], [-0.0739, 0.0078, -0.0297], [-0.0624, 0.0768, 0.0351], [0.0162, -0.0112, 0.0063], [0.0664, 0.0089, 0.0345], [0.0247, 0.0321, 0.0664], [-0.0369, -0.0197, 0.0242], [-0.0678, -0.0405, 0.0146], [-0.0036, -0.0337, -0.0660], [-0.0334, 0.0197, 0.0036], [0.0668, -0.0947, 0.0566], [0.1063, -0.0365, -0.0121], [-0.0336, -0.0236, 0.0463], [0.0999, 0.0566, -0.1409], [-0.1189, -0.0127, 0.1121], [0.0023, 0.0520, 0.0133], [-0.0502, 0.0482, 0.0570], [0.0366, -0.0451, -0.0411], [-0.0069, 0.0500, -0.0456], [0.0135, 0.0271, -0.0308], [0.0110, 0.0216, -0.0411], [0.0021, -0.0462, 0.0055], [-0.0028, 0.0091, 0.0131], [0.0017, 0.0058, -0.0225], [-0.1163, 0.0800, -0.0480], [0.0128, -0.0038, -0.0484], [-0.0025, -0.0404, 0.0172], [0.0092, -0.0006, -0.0271], [0.0343, 0.1019, -0.1162], [0.1157, -0.1051, -0.0298], [0.1092, 0.0861, -0.0009], [0.0589, -0.0471, -0.1203], [-0.4209, 0.1574, 0.1996], [0.0006, -0.0493, 0.0921], [0.0171, -0.1028, -0.0139], [0.0217, -0.0045, 0.1477], [0.1001, -0.0487, 0.0762], [-0.0628, 0.0040, 0.0364], [0.0468, 0.0118, -0.0199], [-0.0605, 0.0299, -0.0167], [0.0056, -0.0101, 0.1040], [0.0621, -0.0660, 0.0173], [-0.0783, 0.1267, -0.0422], [-0.0829, 0.0207, 0.0421], [0.1218, -0.0621, 0.0494], [0.0089, -0.0504, 0.0660], [0.0685, -0.0253, 0.0070], [-0.0919, 0.0219, -0.0419], [0.0679, 0.0015, 0.0546], [-0.0525, 0.0689, 0.0439], [0.1034, 0.0145, -0.0908], [0.0629, -0.1127, -0.0243], [-0.1272, 0.0368, 0.0859], [-0.0439, -0.0870, -0.0198], [0.0144, 0.0598, -0.0864], [0.0578, -0.0274, -0.1575], [-0.0638, 0.1030, -0.0657], [-0.0695, 0.0169, -0.0076]]}

---

2.
{"formula": "H6O3", "method": "ωB97M-V/def2-TZVPD", "e_homo_ev": -11.3, "homo_lumo_gap_ev": 11.98, "energy_ev": -6239.7289, "smiles": "O.O.O", "e_above_lowest_kcal_mol": 12.1, "symbols": ["O", "H", "H", "O", "H", "H", "O", "H", "H"], "xyz": [[0.182, 3.377, -0.911], [1.064, 3.086, -0.677], [0.322, 4.078, -1.548], [-1.329, -0.410, -0.298], [-1.022, 0.488, -0.419], [-1.480, -0.735, -1.186], [0.938, -3.593, 1.507], [0.865, -3.412, 2.444], [0.458, -2.879, 1.087]], "atomic_forces_ev_per_a": [[-0.2130, -0.1783, 0.0853], [0.2371, -0.0782, 0.1009], [-0.0278, 0.1883, -0.1734], [0.0310, -0.2187, 0.2291], [0.0730, 0.3429, -0.0052], [-0.0659, -0.1039, -0.2138], [0.1480, -0.2049, -0.0854], [-0.0100, 0.0169, 0.2297], [-0.1725, 0.2359, -0.1672]]}